(1)
This record from the OMol25 dataset describes C8H9N5 as an isolated structure. The level of theory is ωB97M-V/def2-TZVPD.

Structure (XYZ):
```
22
Properties=species:S:1:pos:R:3:forces:R:3:nbo_charge:R:1
C -0.662 1.800 0.073 -1.3 -0.7 -1.9 -0.648
C 0.336 0.549 0.170 -3.7 1.5 0.8 -0.088
C 1.604 0.626 0.714 1.0 2.3 0.0 0.189
C 2.440 -0.549 0.861 -2.0 3.0 -0.3 -0.246
C 1.956 -1.717 0.352 -2.1 -2.2 -1.4 -0.192
C 0.565 -1.826 -0.131 1.2 4.2 1.3 -0.210
C -0.289 -0.651 -0.162 4.8 -2.2 -0.2 0.126
C -2.659 -0.732 -0.224 -2.4 -1.9 2.7 0.171
H -1.998 1.387 0.283 4.6 1.7 -0.9 0.238
H -0.442 2.163 -1.212 -1.2 -0.5 4.3 0.258
H -0.472 2.601 0.896 -0.8 -1.3 -1.8 0.203
H 2.976 2.486 0.812 -3.4 -1.7 0.5 0.410
H 1.001 2.806 0.850 4.9 -3.2 0.5 0.405
H 3.356 -0.343 1.357 0.9 -0.5 0.0 0.229
H 2.622 -2.620 0.214 -0.9 1.1 0.5 0.230
H 0.100 -2.603 -0.614 -0.2 -2.4 -0.8 0.218
H -2.814 -0.794 1.009 0.5 0.8 -3.9 0.263
N 1.967 2.047 1.042 -0.8 1.5 -0.8 -0.893
N -1.516 -0.739 -0.832 3.0 -1.0 -0.3 -0.264
N -3.550 -1.183 -1.092 -0.9 0.7 0.2 -0.318
N -2.889 -1.407 -2.237 -0.6 -1.2 -0.6 -0.043
N -1.630 -1.303 -2.132 -0.7 2.2 2.1 -0.036
```
Forces are in eV/Å.

Results
net charge = 0
orbital gap = 8.842 eV
ΔE to the lowest compared entry with this formula, charge and spin = 739.2 kJ/mol

---

(2)
This record from the OMol25 dataset describes a single C8H9N5OS molecule. The level of theory is ωB97M-V/def2-TZVPD.

Structure (XYZ):
```
24
Properties=species:S:1:pos:R:3:forces:R:3:nbo_charge:R:1
C -4.043 -1.226 -0.354 -2.1 -3.1 -1.0 -0.081
C -3.115 -0.444 -0.949 -0.5 -0.6 -2.0 -0.128
C -3.398 0.173 1.076 -1.1 1.5 4.3 0.187
C 2.953 1.137 -0.281 0.2 -0.5 -1.7 -0.261
C 1.783 1.050 -1.095 2.3 -0.2 0.0 -0.204
C 2.991 0.486 0.957 -3.3 0.0 -1.6 -0.196
C 1.799 -0.163 1.344 0.1 1.5 -0.1 -0.074
C 0.665 0.420 -0.630 -2.1 -0.3 -0.1 0.236
N -4.230 -0.844 0.933 0.6 0.7 0.9 -0.468
N -0.627 0.508 -1.238 0.8 0.5 -1.3 -0.846
N -2.776 0.457 -0.027 1.7 1.7 -1.2 -0.545
N 0.583 -0.135 0.655 3.2 0.7 -0.5 -0.021
N -0.492 -0.551 1.167 -1.8 -0.2 -1.5 -0.542
O -0.938 2.099 0.767 -0.7 0.2 -1.2 -0.906
S -1.620 1.688 -0.470 0.2 -0.6 1.2 1.589
H -4.671 -2.152 -0.726 1.7 2.2 0.5 0.215
H -2.648 -0.341 -1.910 -0.5 -0.7 -0.2 0.205
H -3.177 0.846 1.992 -0.7 -1.6 -1.5 0.209
H 3.833 1.555 -0.817 -0.5 -0.2 1.0 0.222
H 1.915 1.343 -2.181 -0.8 0.0 1.6 0.235
H 3.805 0.527 1.613 1.0 -0.1 0.8 0.231
H 1.503 -0.378 2.340 0.9 -0.7 1.0 0.197
H -0.723 0.531 -2.289 0.7 0.2 1.8 0.418
H -0.420 -0.686 2.146 0.6 -0.3 1.0 0.330
```
Forces are in eV/Å.

Results
net charge = 0
orbital gap (alpha / beta) = 7.962 / 7.957 eV
ΔE to the lowest compared entry with this formula, charge and spin = 406.6 kJ/mol

---

(3)
This record from the OMol25 dataset describes a single C8H9NO2 molecule. The level of theory is ωB97M-V/def2-TZVPD.

Structure (XYZ):
```
20
Properties=species:S:1:pos:R:3:forces:R:3:nbo_charge:R:1
C -0.533 -1.314 0.254 -0.5 -1.7 1.3 -0.002
C -0.914 -1.043 1.667 0.9 -2.2 -0.8 -0.258
C 1.084 0.365 -0.109 0.4 0.5 -0.1 -0.068
C 1.486 0.795 1.026 -0.3 -0.2 -1.4 0.107
C -1.305 0.916 0.431 0.7 -2.1 -1.2 -0.426
C -0.425 -0.094 -0.468 -2.6 1.2 0.8 -0.311
C -1.281 0.242 1.767 0.6 1.1 -2.1 -0.071
C 1.858 0.274 -1.380 2.3 2.3 2.0 -0.627
N 1.363 0.904 2.348 1.0 -2.5 1.4 0.424
O 1.247 1.976 2.874 -0.8 2.3 0.7 -0.419
O 1.550 -0.144 3.022 0.0 0.2 -0.4 -0.483
H -0.331 -2.357 -0.196 -0.2 1.9 1.0 0.237
H -0.785 -1.783 2.505 -0.3 1.0 -1.2 0.258
H -0.853 1.874 0.384 0.1 1.0 0.3 0.237
H -2.332 0.946 0.096 -0.4 0.1 -0.4 0.234
H -0.641 -0.076 -1.570 0.6 -0.1 1.2 0.253
H -1.511 0.942 2.511 -0.3 -0.1 1.9 0.239
H 2.746 0.966 -1.318 -0.6 -0.9 0.2 0.235
H 1.278 0.736 -2.109 -1.0 -0.2 -2.0 0.212
H 2.228 -0.706 -1.421 0.2 -1.5 -1.2 0.230
```
Forces are in eV/Å.

Results
net charge = 0
orbital gap (alpha / beta) = 6.041 / 7.174 eV
ΔE to the lowest compared entry with this formula, charge and spin = 824.0 kJ/mol

---

(4)
This record from the OMol25 dataset describes a 2-piece molecular cluster, C8H9NO2S2 overall. The level of theory is ωB97M-V/def2-TZVPD.

Structure (XYZ):
```
22
Properties=species:S:1:pos:R:3:forces:R:3:nbo_charge:R:1
C -0.391 -0.916 1.358 2.0 -1.1 -1.7 0.222
C -0.725 1.567 -2.210 0.4 1.9 -0.5 -0.289
C -1.149 2.227 -1.038 -0.4 0.3 1.7 -0.220
C -1.560 0.625 -2.611 -0.8 -3.3 -2.5 -0.392
C -2.225 1.543 -0.514 0.5 -0.3 -0.9 -0.490
C 1.235 -1.396 -0.428 2.3 0.1 0.1 -0.656
C 0.894 -2.801 1.634 2.8 -7.7 4.7 -0.276
C 0.633 -1.782 0.851 -4.5 9.1 -3.7 -0.047
N -1.321 -0.265 1.596 -0.6 0.4 0.7 -0.333
O -2.153 3.063 1.448 -0.2 0.2 0.4 -0.942
O -4.237 2.705 -0.015 0.2 -0.2 -0.6 -0.945
S -2.794 0.196 -1.481 1.0 1.4 0.0 0.459
S -3.031 2.010 0.946 -0.8 1.2 0.2 1.571
H 0.016 1.920 -2.894 0.6 0.2 0.0 0.227
H -0.722 3.174 -0.570 -0.6 -1.7 -0.6 0.269
H -1.469 0.090 -3.621 -0.2 0.7 1.8 0.242
H 1.899 -2.204 -0.892 -0.6 1.4 0.9 0.230
H 0.467 -1.209 -1.105 -1.6 0.2 -1.5 0.250
H 1.699 -0.339 -0.363 0.0 -1.7 0.0 0.255
H -4.896 3.330 0.308 0.3 -0.2 0.9 0.505
H 1.770 -3.358 1.451 1.0 -0.6 0.1 0.168
H 0.427 -2.971 2.562 -0.6 -0.2 0.7 0.191
```
Forces are in eV/Å.

Results
net charge = 0
orbital gap (alpha / beta) = 6.771 / 5.901 eV
spin multiplicity = 3
⟨S²⟩ = 2.02

---

(5)
This record from the OMol25 dataset describes a single C8H9NO3 molecule. The level of theory is ωB97M-V/def2-TZVPD.

Structure (XYZ):
```
21
Properties=species:S:1:pos:R:3:forces:R:3:nbo_charge:R:1
C 3.455 1.502 -0.535 1.3 -3.8 1.2 0.253
C 4.461 0.679 -0.163 -0.6 0.8 -0.5 -0.496
C 4.578 -0.599 0.146 1.4 0.3 0.0 0.710
C 1.873 -0.152 -0.100 0.0 -0.3 -0.6 0.315
C -0.261 0.840 0.758 2.4 3.3 -5.1 -0.282
C -0.012 -1.442 0.581 2.2 -0.6 -2.2 -0.241
C -1.425 0.836 -0.206 -0.4 2.2 -1.1 -0.069
C -1.051 -1.478 -0.475 -1.3 -2.1 -0.1 -0.083
N 0.667 -0.184 0.393 0.3 -0.7 0.6 -0.409
O 5.088 -1.622 0.384 -1.0 0.4 -0.1 -0.462
O 2.163 1.127 -0.502 -1.1 0.7 0.5 -0.533
O -2.006 -0.417 -0.367 0.5 -1.2 -0.4 -0.511
H 3.578 2.465 -0.888 0.2 1.9 -0.6 0.192
H 0.332 1.774 0.494 -1.1 -0.6 1.1 0.237
H -0.535 0.746 1.717 -0.9 -0.2 3.6 0.203
H -0.433 -1.406 1.500 -1.1 -0.5 3.1 0.191
H 0.742 -2.234 0.420 -0.6 0.1 0.3 0.240
H -2.213 1.492 0.213 0.3 -0.3 -0.2 0.198
H -1.122 1.390 -1.205 -0.3 -1.5 1.5 0.169
H -0.448 -1.534 -1.361 -0.2 0.7 -1.3 0.179
H -1.586 -2.483 -0.450 0.2 1.5 0.1 0.201
```
Forces are in eV/Å.

Results
net charge = 0
orbital gap = 8.390 eV
ΔE to the lowest compared entry with this formula, charge and spin = 562.1 kJ/mol

---

(6)
This record from the OMol25 dataset describes a single C8H9NO3 molecule. The level of theory is ωB97M-V/def2-TZVPD.

Structure (XYZ):
```
21
Properties=species:S:1:pos:R:3:forces:R:3:nbo_charge:R:1
C 2.141 -0.025 -0.764 0.9 2.6 -0.5 -0.673
C 0.957 -0.135 0.137 0.7 -0.4 1.6 0.087
C 1.106 -0.356 1.475 -1.9 0.0 -2.4 -0.235
C -0.046 -0.302 2.360 -1.2 1.8 0.6 -0.093
C -1.285 0.227 2.022 3.1 -1.1 -1.0 -0.322
C -1.644 0.336 0.627 2.1 -2.0 -1.2 0.573
O -2.734 0.319 0.147 -0.9 0.9 0.2 -0.501
C -0.400 -0.002 -0.478 -1.2 1.5 2.2 -0.092
C -0.590 1.051 -1.555 2.7 -1.2 -0.5 -0.613
N -0.930 -1.285 -0.979 -0.6 1.6 -1.9 0.534
O -0.748 -2.319 -0.394 -0.2 -0.5 -0.2 -0.357
O -1.605 -1.044 -1.986 0.1 -2.8 0.7 -0.378
H 2.657 -0.942 -1.007 -0.1 -0.4 -0.1 0.241
H 2.941 0.733 -0.411 -1.2 -1.4 0.0 0.232
H 1.792 0.507 -1.668 0.4 -0.8 0.0 0.227
H 2.073 -0.577 1.843 0.7 0.0 0.6 0.222
H 0.209 -0.435 3.418 -0.5 -0.1 -0.3 0.219
H -2.041 0.554 2.644 -1.2 0.1 1.8 0.230
H -1.592 1.057 -1.851 -1.4 0.5 -0.1 0.263
H -0.018 0.655 -2.457 -0.5 1.2 1.0 0.222
H -0.243 1.985 -1.124 0.2 0.3 -0.5 0.213
```
Forces are in eV/Å.

Results
net charge = 0
orbital gap (alpha / beta) = 8.363 / 8.363 eV
ΔE to the lowest compared entry with this formula, charge and spin = 504.8 kJ/mol
structure (SMILES) = CC1=CC=CC(=O)[C@]1(C)[N+](=O)[O-]

---

(7)
This record from the OMol25 dataset describes a single C8H9NO4S molecule. The level of theory is ωB97M-V/def2-TZVPD.

Structure (XYZ):
```
23
Properties=species:S:1:pos:R:3:forces:R:3:nbo_charge:R:1
C 2.566 0.938 1.516 1.3 0.5 0.1 -0.277
C 1.973 0.162 2.466 -3.5 -1.9 0.1 -0.178
C 2.111 0.933 0.214 0.1 -0.7 0.8 -0.191
C 0.862 -0.718 2.079 2.2 0.9 3.0 -0.274
C 0.977 0.215 -0.065 0.0 0.1 -2.0 -0.097
C 0.329 -0.689 0.816 0.6 0.6 0.4 0.326
C 0.523 0.144 -1.532 0.5 1.2 -0.5 -0.565
C -0.859 -0.130 -1.688 -1.3 -5.3 0.2 0.393
N -3.012 -0.411 -0.074 -1.1 -2.9 1.0 -1.088
O -1.583 1.614 0.119 0.3 -1.3 -1.5 -0.875
O -3.111 1.198 -1.787 1.0 -0.1 -0.8 -0.925
O -0.689 -1.403 0.537 -0.7 0.3 -2.1 -0.739
O -1.337 -1.219 -2.357 1.9 2.2 0.1 -0.577
S -2.158 0.692 -0.836 -2.5 2.5 2.7 2.271
H 3.468 1.517 1.687 -0.2 0.0 0.4 0.209
H 2.091 0.278 3.537 0.7 -0.2 -0.1 0.215
H 2.810 1.350 -0.484 -0.5 0.5 -0.8 0.212
H 0.362 -1.398 2.829 0.7 1.0 -0.8 0.216
H 0.621 1.067 -2.172 0.3 0.0 1.1 0.299
H 1.130 -0.566 -2.054 0.2 -0.9 -0.5 0.234
H -2.642 -1.171 0.612 -0.1 2.2 -1.8 0.481
H -3.862 -0.684 -0.603 1.0 0.4 0.5 0.420
H -0.570 -1.718 -2.761 -1.0 0.6 0.6 0.507
```
Forces are in eV/Å.

Results
net charge = 0
orbital gap = 5.454 eV
ΔE to the lowest compared entry with this formula, charge and spin = 198.6 kJ/mol

---

(8)
This record from the OMol25 dataset describes C8H9NO6Pb as an isolated structure. The level of theory is ωB97M-V/def2-TZVPD.

Structure (XYZ):
```
25
Properties=species:S:1:pos:R:3:forces:R:3:nbo_charge:R:1
Pb 0.609 0.712 -0.984 0.0 1.8 0.2 1.342
C -0.166 -1.587 -0.438 -1.5 -4.8 1.1 0.462
O -0.579 -2.641 -0.242 1.3 3.4 -0.5 -0.416
C 1.650 -1.715 -2.470 0.5 -3.2 -0.8 0.493
O 1.780 -2.825 -2.713 -0.3 3.2 0.6 -0.381
C 2.425 -0.406 0.615 2.4 -2.0 2.9 0.504
O 3.012 -0.961 1.428 -1.8 1.8 -2.5 -0.366
C -1.653 -0.363 -2.148 -3.6 -2.4 -1.3 0.498
O -2.514 -1.076 -2.409 2.9 2.5 0.8 -0.362
C 1.348 3.422 -2.413 0.1 -0.1 -0.1 -0.449
H 0.306 3.743 -2.560 0.5 -0.1 0.0 0.225
H 1.835 3.787 -1.497 -0.1 -0.1 -0.4 0.221
C 2.005 2.695 -3.332 -0.1 0.0 0.1 -0.367
H 3.061 2.413 -3.212 -0.5 0.2 0.0 0.220
H 1.530 2.373 -4.270 0.2 0.2 0.4 0.223
N -2.114 -1.507 3.178 0.0 -0.9 0.0 -0.672
C -0.845 -0.832 2.795 -0.1 0.6 0.4 -0.345
C -1.236 0.315 1.880 -0.7 0.9 -1.4 0.768
O -2.432 0.607 1.810 1.7 -0.3 0.0 -0.601
O -0.234 0.825 1.200 -0.7 -0.6 0.1 -0.877
H -2.839 -0.787 3.381 0.4 -0.3 -0.2 0.489
H -1.949 -2.145 3.961 -0.3 0.2 0.2 0.451
H -2.459 -2.107 2.416 -0.2 0.4 0.2 0.443
H -0.410 -0.444 3.713 0.2 0.0 0.0 0.269
H -0.131 -1.494 2.311 -0.2 -0.3 0.2 0.228
```
Forces are in eV/Å.

Results
net charge = +2
orbital gap = 8.335 eV
ΔE to the lowest compared entry with this formula, charge and spin = 0.0 kJ/mol

---

(9)
This record from the OMol25 dataset describes a single C8H9NOS molecule. The level of theory is ωB97M-V/def2-TZVPD.

Structure (XYZ):
```
20
Properties=species:S:1:pos:R:3:forces:R:3:nbo_charge:R:1
C 2.277 -1.859 -0.332 -1.3 -0.4 -0.5 -0.237
C 3.593 -1.482 -0.293 -0.3 -0.9 0.9 -0.442
C 1.400 -0.794 -0.032 0.2 0.6 -0.2 -0.137
C 2.137 0.301 0.269 -3.4 2.9 0.0 -0.167
C -0.104 -0.621 0.016 0.3 -2.0 -2.0 -0.392
C 0.651 1.741 0.257 2.9 -2.1 3.7 -0.030
C -0.364 0.824 -0.348 -1.7 -0.2 -1.4 -0.271
C -1.809 1.277 0.000 1.3 -0.5 -2.8 -0.603
N 1.259 2.664 -0.540 2.0 3.2 -1.7 0.066
O 1.823 3.640 -0.003 -1.5 -2.4 -0.5 -0.317
S 3.798 0.104 0.219 0.1 1.4 0.1 0.524
H 1.755 -2.765 -0.637 1.1 -0.4 0.1 0.228
H 4.459 -2.059 -0.080 0.5 -0.9 -0.7 0.238
H -0.710 -1.410 -0.620 1.3 1.8 0.9 0.221
H -0.382 -0.835 1.000 -0.7 -0.2 1.8 0.215
H 0.603 2.183 1.334 -0.4 -1.2 -1.5 0.228
H -0.265 0.827 -1.488 0.1 0.6 1.5 0.238
H -1.856 2.301 -0.134 0.0 2.4 -0.9 0.212
H -2.155 1.242 0.947 -0.5 -1.1 3.6 0.210
H -2.590 0.877 -0.624 0.0 -0.5 -0.4 0.217
```
Forces are in eV/Å.

Results
net charge = 0
orbital gap = 8.225 eV
ΔE to the lowest compared entry with this formula, charge and spin = 591.4 kJ/mol

---

(10)
This record from the OMol25 dataset describes a 2-piece molecular cluster, C8H9NS2 overall. The level of theory is ωB97M-V/def2-TZVPD.

Structure (XYZ):
```
20
Properties=species:S:1:pos:R:3:forces:R:3:nbo_charge:R:1
C 0.704 1.556 -0.691 -0.7 -0.1 0.2 -0.245
C 1.305 -0.617 0.103 0.5 1.3 0.4 -0.280
C 1.857 1.561 -1.437 0.4 0.8 0.5 0.039
C 2.483 -0.463 -0.560 1.9 -1.0 -2.2 0.042
C 0.388 0.453 0.104 -0.4 -0.6 0.9 -0.079
C -1.929 0.155 -1.351 0.2 0.5 0.2 -0.415
C -1.304 -0.838 1.698 1.1 -1.4 0.5 -0.680
C -0.847 0.307 0.844 -1.4 -0.8 -1.9 -0.057
N 2.788 0.606 -1.376 -0.2 -1.0 0.6 -0.428
S -2.658 1.449 -1.956 0.3 -0.8 0.6 0.073
S -1.334 -1.290 -2.000 -1.2 0.6 -1.7 0.141
H 0.047 2.409 -0.817 -0.2 -0.2 0.3 0.225
H 1.280 -1.459 0.743 -0.7 -0.7 0.5 0.219
H 1.976 2.538 -1.970 0.7 -1.3 -0.1 0.195
H 3.198 -1.415 -0.560 -1.2 2.5 0.0 0.196
H -0.785 -1.852 1.641 -0.4 1.4 -0.5 0.219
H -1.116 -0.555 2.748 -0.4 0.0 -0.1 0.235
H -2.370 -1.041 1.541 0.2 0.3 0.2 0.236
H -1.627 1.043 0.843 0.5 1.0 0.1 0.222
H -1.921 -1.085 -3.317 1.0 -0.5 1.7 0.142
```
Forces are in eV/Å.

Results
net charge = 0
orbital gap (alpha / beta) = 6.673 / 7.016 eV
ΔE to the lowest compared entry with this formula, charge and spin = 378.9 kJ/mol

---

(11)
This record from the OMol25 dataset describes a 2-piece molecular cluster, C8HBrF3N overall. The level of theory is ωB97M-V/def2-TZVPD.

Structure (XYZ):
```
14
Properties=species:S:1:pos:R:3:forces:R:3:nbo_charge:R:1
N 0.015 -1.583 -4.376 -0.6 0.1 -1.8 -0.215
C 0.095 -1.513 -3.244 0.8 -0.2 1.6 0.200
C 0.460 -1.550 -1.918 0.7 0.4 1.8 -0.033
C 0.923 -1.507 -0.789 -1.5 -0.4 -2.1 0.033
C 1.306 -1.635 0.505 1.6 -0.5 2.1 -0.023
C 1.834 -1.786 1.591 -0.8 0.3 -1.2 -0.019
C 2.490 -1.875 2.921 -0.2 -0.5 -1.7 0.948
F 2.463 -3.157 3.305 0.2 0.2 0.5 -0.300
F 3.773 -1.489 2.793 -0.4 0.0 0.6 -0.298
F 1.857 -1.124 3.814 0.3 0.0 0.3 -0.296
C 1.247 1.111 1.425 1.2 1.2 -2.5 -0.236
C 1.690 1.441 0.373 0.1 0.0 -0.2 -0.194
Br 2.337 1.697 -1.253 0.4 0.3 -0.7 0.212
H 0.791 0.849 2.258 -1.7 -1.0 3.4 0.220
```
Forces are in eV/Å.

Results
net charge = 0
orbital gap = 9.064 eV
structure (SMILES) = N#CC#CC#CC(F)(F)F.C#CBr

---

(12)
This record from the OMol25 dataset describes C8HF5HgN9S as an isolated structure. The level of theory is ωB97M-V/def2-TZVPD.

Structure (XYZ):
```
25
Properties=species:S:1:pos:R:3:forces:R:3:nbo_charge:R:1
Hg 0.749 -0.667 0.174 -0.1 0.1 0.2 0.707
N 3.746 -0.634 2.559 0.0 0.0 0.2 -0.603
C 4.105 -0.558 1.233 0.1 0.0 -0.2 0.417
N 5.384 -0.522 0.871 0.0 0.0 0.1 -0.433
N 5.342 -0.450 -0.474 0.0 0.0 0.0 -0.154
N 4.120 -0.444 -0.888 0.0 0.0 0.0 -0.158
N 3.294 -0.511 0.181 -0.4 0.0 0.1 -0.497
C 2.497 -0.696 3.145 -0.2 0.0 0.0 0.423
N 2.370 -0.819 4.460 0.1 0.0 0.0 -0.432
N 1.036 -0.844 4.663 -0.1 0.0 -0.1 -0.150
N 0.409 -0.742 3.541 -0.1 0.0 0.1 -0.139
N 1.309 -0.638 2.540 0.3 -0.1 -0.3 -0.549
H 4.515 -0.675 3.203 0.0 0.0 0.0 0.406
F -4.105 1.886 -4.449 0.0 0.0 0.0 -0.316
C -3.683 1.302 -3.308 0.0 0.0 0.0 0.214
C -3.382 -0.046 -3.274 -0.1 0.0 -0.1 0.249
F -3.539 -0.781 -4.395 0.0 0.0 0.0 -0.315
C -2.946 -0.635 -2.105 0.1 0.0 0.1 0.306
F -2.693 -1.951 -2.149 0.0 0.0 0.0 -0.305
C -2.770 0.071 -0.902 -0.2 0.1 -0.3 -0.274
S -2.222 -0.671 0.553 0.3 0.0 0.1 -0.344
C -3.111 1.432 -0.982 0.1 -0.1 0.0 0.287
F -3.025 2.208 0.107 0.0 0.0 0.0 -0.304
C -3.546 2.036 -2.145 -0.1 0.1 0.0 0.287
F -3.855 3.349 -2.160 0.0 0.0 0.0 -0.323
```
Forces are in eV/Å.

Results
net charge = -2
orbital gap (alpha / beta) = 5.705 / 6.387 eV
spin multiplicity = 2
⟨S²⟩ = 0.76